Record 1
This record from the Open Molecules 2025 dataset describes C51H51GeKN5O3S4 as an isolated structure. The level of theory is ωB97M-V with the def2-TZVPD basis set.

For the gap between HOMO and LUMO, the calculation gives 0.209 hartree. Its charge is -1. The LUMO energy is 1.675 eV. For the strongest force on any atom, the calculation gives 3.42 eV Å⁻¹. As for the energy above the lowest of the compared OMol25 structures with the same formula, charge and spin: 0.124 eV. The total energy comes out at -6743.2157 hartree.

Structure (XYZ):
```
116
Properties=species:S:1:pos:R:3:forces:R:3
K -1.90682 -0.25751 -0.33284 -0.01 -0.15 0.18
S -2.31795 -0.71189 3.20814 0.00 0.60 0.14
S -2.16215 1.21338 3.97739 0.92 -0.73 0.42
S -0.28305 1.26299 4.92343 -0.65 -0.09 -0.23
S 1.10194 1.27346 3.38937 -0.14 0.13 0.17
O 2.88598 -6.09998 2.97793 0.54 -0.50 0.04
C 2.60833 -5.86899 1.67500 1.55 -0.19 -0.67
O 3.43592 -6.24504 0.85268 -1.61 0.57 0.94
C 1.36100 -5.11014 1.39274 -0.09 -0.05 1.14
C 0.62743 -4.55141 2.46538 -0.78 0.35 -0.99
C -0.55108 -3.83957 2.23179 0.69 -0.28 1.15
C -1.01945 -3.69210 0.92897 0.33 -0.88 -0.08
C -0.31121 -4.25681 -0.13754 1.55 -0.63 0.72
C 0.91000 -4.96297 0.09607 -1.72 1.07 -0.37
N -2.17127 -2.97873 0.67448 -1.15 0.88 -0.05
C -3.22015 -3.15022 1.37797 1.70 -0.62 -0.39
C -4.40500 -2.30033 1.25811 -0.45 -1.19 0.41
C -5.44673 -2.66857 2.08452 0.20 -0.42 1.76
C -6.56730 -1.86237 2.17608 -0.37 -0.51 -0.38
C -6.61317 -0.78010 1.32104 -0.42 0.42 -0.63
C -5.55735 -0.56985 0.41720 -0.85 -0.02 0.77
N -4.48529 -1.30953 0.38686 1.20 -0.11 -0.02
H 2.23004 -5.81365 3.61966 -0.25 0.22 -0.29
H 0.91872 -4.57387 3.50152 0.35 -0.19 0.14
H -1.03189 -3.36732 3.12042 0.16 -0.24 -1.04
H -0.68209 -4.12821 -1.13181 -0.12 0.17 -0.52
H 1.48370 -5.35497 -0.73469 -0.06 -0.06 0.09
H -3.21233 -3.98384 2.12201 -0.40 0.64 -0.31
H -5.27541 -3.49276 2.82168 -0.33 0.68 -0.92
H -7.40074 -2.17571 2.81502 0.34 0.49 -0.15
H -7.48353 -0.12755 1.25000 0.22 -0.12 0.21
H -5.56712 0.22809 -0.29232 -0.24 0.56 -0.36
C 4.20310 2.49335 -2.84503 -0.69 0.80 2.15
C 3.39021 2.72307 -4.07242 0.09 0.79 0.14
C 3.59389 3.79785 -4.93529 -1.50 -1.48 -1.57
C 2.84335 3.89673 -6.11615 0.76 0.24 0.67
C 1.82785 2.98497 -6.41350 1.00 1.62 -0.72
C 1.54621 2.00045 -5.53300 0.04 -0.90 1.87
C 2.29035 1.91775 -4.32135 -1.52 -1.01 -0.83
N 1.87101 0.95776 -3.34688 -0.12 0.24 0.05
C 0.47315 0.83329 -2.95775 -0.29 -1.29 -1.72
N -0.24607 -0.06465 -3.69499 1.98 -0.30 -1.23
C -1.49492 -0.67436 -3.33860 0.39 -0.59 0.19
C -1.43797 -2.07384 -3.23648 -0.15 -0.17 0.43
C -2.65892 -2.64476 -2.80548 0.53 0.54 -0.24
C -3.80104 -1.89136 -2.58780 -0.70 -0.56 0.13
C -3.78472 -0.52240 -2.80659 0.11 -1.00 0.12
C -2.62148 0.11056 -3.17727 0.28 0.83 -0.61
C -2.69143 1.59402 -3.47416 0.71 -0.75 -0.36
N -0.08461 1.45987 -2.00113 0.73 0.26 1.37
C 0.74926 2.35892 -1.30050 -0.34 1.63 0.24
C 1.34319 2.04651 -0.06767 0.03 -0.05 -0.55
C 2.07190 2.99317 0.64985 0.57 0.39 0.83
C 2.19593 4.30974 0.20391 -0.29 -0.74 -0.36
C 1.60791 4.60146 -1.02726 -0.46 1.46 -1.02
C 0.84739 3.70080 -1.78247 0.19 -0.58 0.71
C 0.10988 4.12722 -3.04214 0.79 0.04 0.51
H 5.15790 3.03751 -2.76579 -0.43 -0.08 -0.44
H 4.41817 1.43405 -2.73203 0.13 -0.15 0.13
H 3.59208 2.82703 -1.90412 1.00 -0.66 -1.43
H 4.32604 4.52946 -4.81143 1.33 0.84 0.61
H 3.16056 4.68167 -6.80206 -0.50 -0.12 -0.02
H 1.32145 3.17574 -7.33886 -0.49 -0.46 -0.30
H 0.73354 1.28819 -5.64064 0.05 0.18 -0.21
H 2.41402 1.14059 -2.51861 -0.09 -0.23 0.41
H 0.33121 -0.76116 -4.22405 -0.63 0.95 0.91
H -2.73302 -3.70921 -2.62745 0.04 -0.29 -0.05
H -4.72531 -2.41338 -2.26967 0.48 0.52 -0.16
H -4.67250 0.03589 -2.71353 -1.04 0.70 0.16
H -3.63013 1.72230 -3.96631 -0.75 0.64 -0.22
H -1.90192 1.98819 -4.12202 0.00 -0.45 -0.07
H -2.61087 2.15678 -2.57163 -0.34 0.48 0.59
H 1.21240 1.03579 0.30486 0.11 0.03 0.08
H 2.57331 2.76480 1.61459 -0.65 -0.18 -0.83
H 2.69463 5.04544 0.84385 -0.10 -0.19 -0.56
H 1.66645 5.61623 -1.49898 0.10 -0.75 0.81
H 0.11683 5.21222 -3.18214 0.05 -0.16 0.11
H -0.89920 3.76075 -3.05879 -0.61 -0.06 0.27
H 0.56483 3.65918 -3.89995 0.27 0.04 -0.45
Ge 1.38763 -0.86549 2.78441 -0.73 -0.09 -0.09
C 2.98310 -0.69449 1.70000 0.42 -0.35 -0.24
C 3.99003 0.20356 2.03341 -0.23 0.65 -0.77
C 5.04902 0.42181 1.14404 0.00 0.21 1.84
C 5.18759 -0.40533 0.06094 1.44 0.95 -0.82
C 4.21959 -1.32667 -0.26687 0.38 -0.80 -0.37
C 3.12796 -1.47717 0.52925 -1.49 -0.03 1.72
C 1.76548 -2.02371 4.32482 -0.48 -1.46 0.77
C 2.95533 -2.77115 4.33570 -0.38 0.74 -1.12
C 3.21554 -3.70993 5.32352 0.32 0.28 -0.27
C 2.28473 -3.93533 6.32247 0.67 -0.74 -0.09
C 1.06051 -3.26863 6.31338 0.76 -1.28 1.30
C 0.81001 -2.37398 5.34674 -0.01 2.55 -2.27
H 0.20684 -1.30239 1.82507 0.77 0.13 0.59
H 3.92382 0.85814 2.89936 -0.15 -0.27 0.06
H 5.77552 1.18352 1.47975 -0.17 -0.56 -0.73
H 6.10534 -0.28128 -0.52886 -0.52 -0.24 -0.05
H 4.35993 -2.02238 -1.07180 0.11 -0.02 -0.46
H 2.35752 -2.25344 0.38525 0.47 0.42 -0.45
H 3.66646 -2.69350 3.48973 -0.36 0.21 0.66
H 4.18567 -4.19986 5.21825 -0.42 -0.27 0.52
H 2.53177 -4.69894 7.05013 -0.23 0.11 0.25
H 0.33666 -3.45564 7.09908 -0.01 -0.04 -0.12
H -0.13161 -1.83788 5.35748 -0.09 0.00 -0.11
C -3.05255 3.81191 1.86001 -1.38 0.56 0.63
C -1.82981 3.95409 0.96820 0.20 -0.80 0.34
C -2.41961 3.37696 -0.28669 -0.40 -0.47 -0.09
O -3.13098 2.17822 0.08576 0.29 0.81 0.02
C -3.71705 2.49348 1.34511 -0.09 0.52 0.47
H -3.76364 4.66559 1.64102 0.71 -0.76 0.48
H -2.86121 3.73584 2.96395 -0.10 0.24 -1.11
H -1.04029 3.29691 1.38904 -0.04 0.54 -0.47
H -1.48857 4.96916 0.72853 0.07 -0.20 0.58
H -1.71035 3.08469 -1.03042 0.33 0.09 -0.54
H -3.15029 4.11913 -0.63375 0.07 -0.10 -0.53
H -3.53096 1.67886 2.00663 0.29 -0.64 0.44
H -4.80498 2.55725 1.28605 -0.14 0.33 -0.34
```
Forces are in eV/Å.

Mulliken population analysis, charges in e, atoms 1 to 6: number 1, K, carries 0.901; number 2, S, carries -0.159; number 3, S, carries -0.109; number 4, S, carries -0.114; number 5, S, carries -0.245; number 6, O, carries -0.531


Record 2
This record from the Open Molecules 2025 dataset describes C4H2OSm as an isolated structure. The level of theory is ωB97M-V with the def2-TZVPD basis set.

For the gap between HOMO and LUMO (spin up / spin down), the calculation gives 0.225 / 0.230 hartree. Its charge is +2. The LUMO energy (spin up / spin down) is -11.055 / -10.922 eV. As for the spin multiplicity: 7. For the strongest force on any atom, the calculation gives 6.60 eV Å⁻¹. As for the expectation value of S²: 12.021. As for the energy above the lowest of the compared OMol25 structures with the same formula, charge and spin: 2.904 eV. The total energy comes out at -885.9227 hartree.

Structure (XYZ):
```
8
Properties=species:S:1:pos:R:3:forces:R:3
C 0.02771 -1.28763 0.19224 1.50 2.50 -1.34
C 1.15992 -1.56718 -0.18540 0.20 -1.63 1.16
H 2.13977 -2.00751 -0.26769 -0.15 0.00 -0.25
O 0.19314 1.41688 1.73801 -3.11 0.56 -3.21
C -0.50115 1.07114 0.82291 4.39 -2.83 4.04
C -0.57599 0.02207 -0.11085 -3.05 1.31 -0.03
H -1.55585 -0.07964 -0.60847 0.08 0.32 -0.08
Sm -0.88754 2.43186 -1.58074 0.14 -0.23 -0.29
```
Forces are in eV/Å.

Mulliken population analysis, charges in e, atoms 1 to 6: number 1, C, carries -0.520; number 2, C, carries -0.066; number 3, H, carries 0.396; number 4, O, carries -0.170; number 5, C, carries 0.660; number 6, C, carries -0.612


Record 3
This record from the Open Molecules 2025 dataset describes a 2-piece molecular cluster, C5H8O overall. The level of theory is ωB97M-V with the def2-TZVPD basis set.

For the gap between HOMO and LUMO (spin up / spin down), the calculation gives 0.293 / 0.293 hartree. The LUMO energy (spin up / spin down) is 0.516 / 0.515 eV. For the strongest force on any atom, the calculation gives 0.45 eV Å⁻¹. As for the energy above the lowest of the compared OMol25 structures with the same formula, charge and spin: 6.734 eV. The total energy comes out at -270.3104 hartree.

Structure (XYZ):
```
14
Properties=species:S:1:pos:R:3:forces:R:3
C -1.33894 0.24523 -0.80145 0.03 0.23 -0.16
C -1.19163 1.51172 -0.15520 -0.01 0.15 0.00
C -0.69610 0.23187 0.65189 0.22 -0.16 0.36
C 0.62726 -0.07711 0.63920 -0.12 0.00 -0.05
C 1.93551 -0.25678 0.07541 0.16 0.16 -0.24
O 1.45503 -0.85934 1.32858 -0.19 0.01 0.11
H -0.57662 0.08074 -1.57543 -0.11 -0.03 0.11
H -0.91875 -2.02976 -0.66792 0.08 -0.14 0.00
H -2.02551 1.89418 0.43685 0.14 -0.05 -0.09
H -0.46555 2.28638 -0.42191 -0.02 -0.17 0.02
H -1.27562 -0.09165 1.51103 0.07 0.06 -0.13
H -0.32724 -2.45738 -0.50810 -0.04 -0.14 -0.04
H 2.09870 -0.98268 -0.71916 -0.11 0.16 0.10
H 2.69945 0.50457 0.20621 -0.10 -0.07 0.02
```
Forces are in eV/Å.

Mulliken population analysis, charges in e, atoms 1 to 6: number 1, C, carries -0.451; number 2, C, carries -0.494; number 3, C, carries -0.382; number 4, C, carries 0.238; number 5, C, carries -0.072; number 6, O, carries -0.415


> strongest force on any atom of number 3 (C5H8O)?

0.45 eV Å⁻¹